(P)
{"formula": "C7H12N3O2", "method": "ωB97M-V/def2-TZVPD", "lumo_ev": -4.098, "smiles": "CNc1c([N+](C)(C)N)c(=O)c1=O", "e_homo_ev": -13.35, "total_charge": 1, "orbital_gap_ev": 9.25, "symbols": ["C", "C", "C", "C", "C", "C", "C", "N", "N", "N", "O", "O", "H", "H", "H", "H", "H", "H", "H", "H", "H", "H", "H", "H"], "positions_angstrom": [[1.16844, -0.50518, -0.25275], [0.13461, 0.51764, -0.22938], [2.22944, 0.57392, -0.12336], [1.14718, 1.57316, -0.04464], [2.41373, -2.54612, 0.02729], [-1.63196, 0.81259, 1.32435], [-2.02546, -0.30685, -0.78435], [-1.68546, 2.01988, -0.71794], [1.23202, -1.80337, -0.21732], [-1.30535, 0.79784, -0.09525], [3.40519, 0.48158, 0.02788], [0.90956, 2.71927, 0.26161], [3.20117, -1.94389, 0.28132], [2.37668, -3.01907, 0.92689], [2.46296, -3.10546, -0.88297], [-2.58149, 1.32271, 1.59183], [-1.83795, -0.15775, 1.68164], [-1.00052, 1.50179, 1.78440], [-3.06815, -0.31143, -0.44665], [-1.89671, -0.01443, -1.80621], [-1.60844, -1.26643, -0.61577], [-1.42449, 2.80279, -0.14029], [-0.98432, 2.15416, -1.50258], [0.36934, -2.29735, -0.04775]], "nbo_charge": [0.2482, -0.0767, 0.4532, 0.4203, -0.4244, -0.4389, -0.3832, -0.5953, -0.4979, -0.0745, -0.4166, -0.5455, 0.2445, 0.2231, 0.2278, 0.2591, 0.2404, 0.2508, 0.2473, 0.2397, 0.2100, 0.4023, 0.3833, 0.4031]}

(Q)
{"formula": "C7H12N3O2", "method": "ωB97M-V/def2-TZVPD", "lumo_ev": -4.408, "smiles": "CC(C)Cc1c[n+](NC=O)no1", "e_homo_ev": -14.49, "total_charge": 1, "orbital_gap_ev": 10.09, "symbols": ["C", "C", "C", "C", "C", "C", "C", "N", "N", "N", "O", "O", "H", "H", "H", "H", "H", "H", "H", "H", "H", "H", "H", "H"], "positions_angstrom": [[1.05727, -0.55822, 0.04721], [0.39226, 0.66608, 0.24890], [4.80814, -0.67484, 0.01998], [-2.41329, -1.09378, 0.35370], [-3.20703, 1.21893, -0.57513], [-0.95252, 1.00671, 0.70718], [-2.01514, 0.28301, -0.23932], [2.42977, 1.01526, -0.49726], [2.26259, -0.24993, -0.37419], [3.55200, -1.16781, -0.50759], [5.02773, 0.44704, 0.37282], [1.35137, 1.56939, -0.11109], [0.71610, -1.53958, 0.07358], [5.31523, -1.64004, -0.10670], [-3.45717, -1.04649, 0.35902], [-2.06144, -1.10391, 1.36120], [-2.00694, -1.93668, -0.23676], [-3.94918, 0.53047, -0.70550], [-3.46131, 1.81965, 0.34784], [-2.90200, 1.86923, -1.43035], [-1.27011, 0.72875, 1.66351], [-0.98209, 2.05155, 0.64507], [-1.64842, -0.08774, -1.25919], [3.41417, -2.10704, -0.15693]], "nbo_charge": [-0.1034, 0.3942, 0.5353, -0.6169, -0.5981, -0.4936, -0.1757, 0.1882, 0.0440, -0.4335, -0.4480, -0.1579, 0.2613, 0.1674, 0.2290, 0.1980, 0.2153, 0.2165, 0.2094, 0.2303, 0.2647, 0.2541, 0.2089, 0.4104]}

Quick one: least stable of them? (Q)

(P)
{"formula": "C3H4N2S2", "method": "ωB97M-V/def2-TZVPD", "lumo_ev": 0.291, "e_homo_ev": -8.59, "total_charge": 0, "orbital_gap_ev": 8.89, "symbols": ["C", "C", "C", "N", "N", "S", "S", "H", "H", "H", "H"], "positions_angstrom": [[-2.13187, -1.56035, -0.99738], [-0.47152, -0.14443, 0.21230], [2.12701, 1.23423, 0.63291], [-1.14841, -1.97409, -1.59451], [-2.89185, -1.19663, -0.16344], [0.18080, -1.09198, -1.00485], [0.36419, 0.94368, 1.08529], [2.63946, 0.95861, 1.63579], [2.10817, 2.39610, 0.32447], [2.45683, 0.69455, -0.15653], [-3.23281, -0.25970, 0.02594]], "nbo_charge": [0.6620, -0.6770, -0.7854, -0.7006, -0.6452, 0.5753, 0.4451, 0.2411, 0.2392, 0.2155, 0.4298]}

(Q)
{"formula": "C3H4N2S2", "method": "ωB97M-V/def2-TZVPD", "lumo_ev": 0.393, "smiles": "N#CCS/C=N\\S", "e_homo_ev": -9.03, "total_charge": 0, "orbital_gap_ev": 9.42, "symbols": ["C", "C", "C", "H", "H", "H", "H", "N", "N", "S", "S"], "positions_angstrom": [[1.02823, -0.69817, 0.33276], [-1.45108, 0.63901, 0.31321], [-2.30258, -0.29485, -0.41934], [2.72962, 1.01212, -0.98443], [0.34358, -1.38852, 0.82602], [-1.45179, 0.40490, 1.37510], [-1.79746, 1.66679, 0.17258], [2.26210, -0.95485, 0.21348], [-3.03387, -1.02589, -0.91166], [3.43634, -0.08197, -0.56232], [0.23689, 0.72145, -0.35539]], "nbo_charge": [-0.0717, -0.6367, 0.2538, 0.0791, 0.2020, 0.2661, 0.2765, -0.5813, -0.2857, 0.2616, 0.2363]}

Quick one: least stable of them? (P)

(P)
{"formula": "C7H13NO", "method": "ωB97M-V/def2-TZVPD", "lumo_ev": 0.797, "smiles": "C=C(C)C(N)=O.C=CC", "e_homo_ev": -9.49, "total_charge": 0, "orbital_gap_ev": 10.29, "symbols": ["C", "C", "C", "N", "C", "O", "H", "H", "H", "H", "H", "H", "H", "C", "C", "C", "H", "H", "H", "H", "H", "H"], "positions_angstrom": [[1.03712, -0.11773, 2.13546], [-0.42240, -1.39671, 0.43076], [0.92649, -1.06881, 0.98318], [-1.47173, -0.74565, 0.99185], [1.98292, -1.64051, 0.41589], [-0.58946, -2.21650, -0.45163], [-1.34863, 0.05048, 1.58940], [-2.37819, -0.89264, 0.57952], [0.69318, 0.87605, 1.84831], [0.44318, -0.46329, 2.98086], [2.07396, -0.03877, 2.45302], [2.98956, -1.45648, 0.75111], [1.85090, -2.31669, -0.41166], [-0.95304, 0.54966, -2.40435], [-0.12681, 1.30004, -1.41781], [-0.58959, 2.22508, -0.59729], [0.92282, 1.03452, -1.39887], [-0.55582, 0.69175, -3.40869], [-0.91474, -0.51723, -2.18628], [-1.98834, 0.88217, -2.38354], [-1.62937, 2.51128, -0.59434], [0.04798, 2.74997, 0.09511]], "nbo_charge": [-0.6507, 0.6421, -0.1139, -0.8141, -0.3122, -0.6266, 0.3958, 0.4044, 0.2167, 0.2189, 0.2253, 0.1924, 0.2240, -0.6618, -0.1505, -0.4334, 0.1969, 0.2181, 0.2451, 0.2039, 0.1865, 0.1930]}

(Q)
{"formula": "C7H13NO", "method": "ωB97M-V/def2-TZVPD", "lumo_ev": 0.939, "smiles": "C=C/C(C)=C\\[C@@](C)(N)O", "e_homo_ev": -9.26, "total_charge": 0, "orbital_gap_ev": 10.20, "symbols": ["C", "C", "C", "C", "N", "C", "C", "C", "O", "H", "H", "H", "H", "H", "H", "H", "H", "H", "H", "H", "H", "H"], "positions_angstrom": [[-0.88103, 0.47385, -1.11419], [-2.05409, -0.39577, -0.62032], [2.47107, -1.09193, 0.17857], [1.16352, -0.35036, 0.15793], [-0.95113, 1.76412, -0.44061], [0.42581, -0.27235, -0.93990], [0.81297, 0.26538, 1.45459], [-0.01967, -0.27921, 2.32592], [-1.00353, 0.72567, -2.49803], [-1.67010, 1.42067, -2.61017], [-0.16755, 2.33898, -0.74754], [-0.87348, 1.63063, 0.56445], [0.75592, -0.75673, -1.84741], [1.35294, 1.17571, 1.70511], [-2.08901, -0.38986, 0.46067], [-1.93471, -1.41002, -0.97355], [-2.98885, 0.00073, -1.00616], [2.50536, -1.76929, 1.02739], [3.30054, -0.38952, 0.28054], [2.60338, -1.65634, -0.74937], [-0.22476, 0.16924, 3.28521], [-0.53359, -1.20360, 2.10687]], "nbo_charge": [0.3520, -0.6211, -0.6235, -0.0290, -0.8553, -0.2062, -0.2229, -0.3912, -0.7241, 0.4783, 0.3629, 0.3736, 0.2156, 0.2088, 0.2078, 0.2140, 0.2127, 0.2158, 0.2144, 0.2177, 0.2018, 0.1980]}

(R)
{"formula": "C7H13NO", "method": "ωB97M-V/def2-TZVPD", "lumo_ev": 0.695, "smiles": "C=C[C@@H](C)NC(=C)CO", "e_homo_ev": -8.31, "total_charge": 0, "orbital_gap_ev": 9.00, "symbols": ["C", "C", "C", "N", "C", "C", "C", "C", "O", "H", "H", "H", "H", "H", "H", "H", "H", "H", "H", "H", "H", "H"], "positions_angstrom": [[1.17536, -0.58606, -0.16849], [-1.32743, 1.18548, 0.85959], [2.42470, 0.28079, -0.25964], [0.56126, -0.41271, 1.16058], [-0.82316, -0.24345, 0.98399], [0.27039, -0.27955, -1.47561], [-1.66705, -1.28012, 0.83467], [-0.62957, -1.11113, -1.92603], [-0.25400, 2.09279, 1.04950], [-0.59138, 2.99100, 0.98688], [0.92732, 0.44129, 1.57388], [1.43532, -1.64797, -0.25563], [-2.12147, 1.35843, 1.59970], [-1.76810, 1.32523, -0.13880], [0.46568, 0.69836, -1.88377], [3.11120, 0.04000, 0.55143], [2.14891, 1.33191, -0.19052], [2.94498, 0.10355, -1.19973], [-1.33732, -2.27697, 1.07340], [-2.73160, -1.10948, 0.81899], [-0.97272, -1.92538, -1.19410], [-1.24129, -0.97597, -2.80030]], "nbo_charge": [-0.0671, -0.1265, -0.6213, -0.6390, 0.1993, -0.2101, -0.4833, -0.3866, -0.7389, 0.4809, 0.3822, 0.1897, 0.1795, 0.1821, 0.1935, 0.2135, 0.2122, 0.2167, 0.2120, 0.2014, 0.2095, 0.2005]}

(S)
{"formula": "C7H13NO", "method": "ωB97M-V/def2-TZVPD", "lumo_ev": 0.822, "smiles": "CCCc1cc[nH]c1.O", "e_homo_ev": -8.46, "total_charge": 0, "orbital_gap_ev": 9.29, "symbols": ["C", "C", "C", "C", "C", "N", "C", "C", "H", "H", "H", "H", "H", "H", "H", "H", "H", "H", "H", "H", "H", "O"], "positions_angstrom": [[-2.37015, 1.24162, 0.87586], [-1.24768, 1.26126, 1.88815], [0.12700, 1.42748, 1.25245], [0.60884, 0.26796, 0.43148], [1.45782, 0.34937, -0.63887], [1.83587, -0.92098, -0.97485], [1.23004, -1.83027, -0.15126], [0.48524, -1.11720, 0.74576], [-1.98310, 0.83395, -0.06719], [-2.69922, 2.23863, 0.56599], [-3.20470, 0.66718, 1.26358], [-1.34112, 2.08618, 2.58822], [-1.22329, 0.31959, 2.41704], [0.18272, 2.33624, 0.64945], [0.82891, 1.63400, 2.07340], [1.78972, 1.19897, -1.20736], [2.42582, -1.14789, -1.75759], [1.52284, -2.85274, -0.28991], [-0.17107, -1.52212, 1.50225], [-1.69563, -0.90999, -1.98308], [-0.22615, -0.84803, -2.51741], [-1.15165, -0.83043, -2.77345]], "nbo_charge": [-0.6153, -0.3896, -0.4062, -0.1023, -0.0833, -0.5163, -0.0753, -0.3050, 0.2050, 0.2069, 0.2098, 0.2036, 0.1935, 0.2045, 0.2103, 0.2132, 0.4115, 0.2145, 0.2205, 0.4754, 0.4739, -0.9492]}

Quick one: least stable of them? (R)

(P)
{"formula": "C5H12N2", "method": "ωB97M-V/def2-TZVPD", "lumo_ev": 0.471, "e_homo_ev": -7.82, "total_charge": 0, "orbital_gap_ev": 8.29, "symbols": ["C", "C", "C", "C", "C", "N", "N", "H", "H", "H", "H", "H", "H", "H", "H", "H", "H", "H", "H"], "positions_angstrom": [[1.20317, -2.73532, 1.15638], [0.69289, -2.61238, -0.16620], [-0.19667, 0.73471, -0.05107], [-0.98119, 3.05900, 0.16845], [-0.42544, 2.04717, -0.84813], [0.35731, 3.17453, 0.31343], [-0.36247, -2.07762, -0.92193], [0.47458, -2.79750, 2.04306], [1.30409, -1.61819, 0.53149], [2.01922, -3.50060, 1.07002], [1.37967, -3.04980, -0.87932], [-0.87627, -0.08036, -0.39952], [-0.23735, 1.03940, 1.01254], [-1.57213, 3.91304, -0.30610], [-1.57751, 2.71820, 1.02729], [-1.26504, 1.84016, -1.58179], [0.41248, 2.37745, -1.43947], [-1.10217, -2.65625, -0.66472], [0.75284, 0.22436, -0.06441]], "nbo_charge": [-0.5528, 0.0423, -0.6082, -0.2327, -0.4386, -0.3032, -0.8524, 0.2437, 0.3514, 0.2496, 0.1759, 0.2467, 0.2171, 0.1466, 0.1868, 0.2915, 0.3040, 0.3438, 0.1884]}

(Q)
{"formula": "C5H12N2", "method": "ωB97M-V/def2-TZVPD", "lumo_ev": [0.536, 0.077], "e_homo_ev": [-7.42, -6.93], "total_charge": 0, "orbital_gap_ev": [7.96, 7.01], "symbols": ["C", "C", "C", "C", "C", "N", "N", "H", "H", "H", "H", "H", "H", "H", "H", "H", "H", "H", "H"], "positions_angstrom": [[0.63245, -0.83687, -0.83093], [-1.33944, 0.72952, -0.71512], [-0.70823, -0.59762, -0.40768], [0.19432, -0.23568, 2.31713], [1.80981, -0.36573, 0.27888], [-1.35160, 1.01771, -2.16280], [2.91703, 0.04626, 0.05801], [3.69830, 0.18586, 0.68433], [-1.76391, 1.92882, -2.34140], [-1.91201, 0.32632, -2.64910], [0.89461, -1.88051, -0.98540], [0.93303, -0.23228, -1.68533], [-0.74969, 1.52674, -0.24303], [-2.34116, 0.76223, -0.26015], [-1.37462, -1.44671, -0.30614], [-0.19393, -0.42631, 1.19120], [-0.77656, -0.34236, 2.80899], [0.87702, -0.93945, 2.78605], [0.55457, 0.78005, 2.46251]], "nbo_charge": [-0.5360, -0.2595, -0.2608, -0.8465, 0.3936, -0.8399, -0.7047, 0.4100, 0.3547, 0.3513, 0.2379, 0.2725, 0.1844, 0.1730, 0.2004, 0.2384, 0.2045, 0.2159, 0.2108]}

Quick one: least stable of them? (P)

(P)
{"formula": "C3H12N2O", "method": "ωB97M-V/def2-TZVPD", "lumo_ev": 0.749, "smiles": "C=C.NCO.N", "e_homo_ev": -9.04, "total_charge": 0, "orbital_gap_ev": 9.79, "symbols": ["C", "C", "N", "H", "H", "H", "H", "H", "H", "H", "H", "N", "C", "O", "H", "H", "H", "H"], "positions_angstrom": [[0.68584, -3.41576, 3.74201], [-0.01592, -4.44248, 4.17657], [0.37389, 4.96357, -1.99384], [1.67035, -3.48283, 3.30326], [-1.40380, 1.57700, -0.92521], [0.26357, -2.42772, 3.52754], [0.56739, -5.27879, 4.57003], [-1.05192, -4.50526, 4.49254], [0.35916, 4.02735, -2.37015], [-0.06708, 5.12001, -1.11076], [0.26066, 5.60147, -2.75910], [-0.35379, 0.44186, -2.94981], [-0.17407, 0.28154, -1.54187], [-1.33265, 0.63278, -0.81638], [0.45519, 0.53383, -3.54089], [-1.18936, 0.09971, -3.37717], [0.60426, 0.93773, -1.12289], [0.34827, -0.66402, -1.30387]], "nbo_charge": [-0.3777, -0.3888, -1.1135, 0.1939, 0.4684, 0.1865, 0.1874, 0.1987, 0.3664, 0.3760, 0.3707, -0.9049, 0.0952, -0.7080, 0.3789, 0.3823, 0.1392, 0.1493]}

(Q)
{"formula": "C3H12N2O", "method": "ωB97M-V/def2-TZVPD", "lumo_ev": 0.927, "smiles": "CCO.NCN", "e_homo_ev": -9.29, "total_charge": 0, "orbital_gap_ev": 10.21, "symbols": ["C", "O", "C", "H", "H", "H", "H", "H", "H", "N", "C", "N", "H", "H", "H", "H", "H", "H"], "positions_angstrom": [[3.18608, -0.10078, -1.14672], [4.21546, 0.90809, -1.26863], [3.48760, -0.83119, 0.12555], [2.25051, 0.44897, -1.14124], [3.26124, -0.71113, -2.04333], [4.48636, 1.02762, -2.18566], [3.56875, -0.25788, 1.04225], [2.70821, -1.54994, 0.41834], [4.40312, -1.42077, 0.05925], [-3.54552, 1.31439, 0.70193], [-3.11558, -0.08342, 0.75231], [-4.06801, -1.19422, 0.86821], [-4.08420, 1.49793, -0.14030], [-4.12265, 1.51902, 1.51382], [-2.51486, -0.17256, -0.16167], [-2.38657, -0.21511, 1.55302], [-4.49602, -1.09032, 1.78304], [-4.77144, -1.07909, 0.15265]], "nbo_charge": [-0.0655, -0.7420, -0.6345, 0.1682, 0.1657, 0.4671, 0.2209, 0.2091, 0.2110, -0.8383, -0.0711, -0.8289, 0.3508, 0.3458, 0.1721, 0.1757, 0.3467, 0.3472]}

Quick one: least stable of them? (P)